C6H10 | the ωB97M-V functional and the def2-TZVPD basis

Summary:
**Frontier orbital gap**: 7.1 eV
**LUMO energy**: -1.07 eV
**Multiplicity**: 1
**Maximum force**: 0.00703 Eh/bohr
**DFT total energy**: -234.41814 Eh
**Relative energy (zero: lowest compared OMol25 entry of this formula, charge and spin)**: 115.7 kcal per mole
**Charge**: 0

Positions of all 16 atoms, in Å:
C -0.4925 -2.1083 0.5270
C -1.0759 -1.0519 -0.4045
C 0.9500 1.3833 -0.4647
C -0.1217 2.2733 -0.9151
C 1.5178 0.9452 0.5897
C 2.0626 0.5117 1.6894
H 0.0462 -2.8767 -0.0375
H 0.2109 -1.6575 1.2372
H -1.2757 -2.6064 1.1082
H -1.8109 -1.4792 -1.0942
H -1.5738 -0.2571 0.1638
H -0.2858 -0.5959 -1.0120
H -0.9472 2.3614 -0.1986
H 0.3504 3.2626 -1.0042
H -0.5015 2.0154 -1.9077
H 2.9471 -0.1199 1.7232